Entry 1:
82
Properties=species:S:1:pos:R:3 method="wB97M-V/def2-TZVPD" orbital_gap_ha=0.274 e_homo_ev=-11.5 spin_multiplicity=1 total_charge=+1
C -0.0616 1.2748 3.3419
C 0.3224 0.7238 1.8524
C -0.8816 1.0100 0.8285
Br -2.5808 0.7180 1.8843
C -0.8844 0.1109 -0.4984
C -2.3810 0.0509 -1.1591
C -3.0113 1.4959 -1.4711
C -4.4776 1.7373 -0.8699
C -5.4929 0.5114 -1.0601
O -5.5342 -0.4107 0.0690
C -6.1713 0.1728 1.1892
O -5.9168 -0.3101 2.3267
N -0.6729 -1.3660 -0.2005
C 0.4671 -1.9285 -0.9448
N 1.2450 -2.9639 -0.6319
O 1.0286 -3.7133 0.5057
P 2.6447 -3.4809 -1.6501
O 4.0766 -2.6772 -1.0845
Cl 2.9352 -5.5802 -1.3681
N 0.5673 -1.0347 -2.0977
C 0.0337 -1.5000 -3.4001
C -0.3657 -3.0546 -3.4445
F 1.1077 -1.3347 -4.3723
C 0.1980 0.3519 -1.6491
O -0.1281 1.2909 -2.7245
P 1.9580 1.0121 -1.1314
O 2.9920 0.3662 -2.3388
Br 1.8827 3.2801 -1.2844
H 0.9593 1.4748 3.8474
H -0.5892 2.2873 3.3129
H -0.5774 0.4908 3.9837
H 0.5893 -0.3765 1.9894
H 1.2972 1.2839 1.5867
H -0.8824 2.1219 0.5618
H -2.2260 -0.4626 -2.1855
H -3.0791 -0.6523 -0.5789
H -3.0576 1.6928 -2.6089
H -2.3526 2.3522 -1.0597
H -4.4767 2.1022 0.2261
H -4.9287 2.6208 -1.4665
H -5.2356 0.0134 -2.0565
H -6.5624 0.9512 -1.1578
H -6.8666 1.0794 1.1588
H -0.6663 -1.6271 0.7965
H 0.0607 -3.9042 0.5248
H 3.8791 -2.5103 -0.1238
H -0.8607 -0.9164 -3.7899
H -0.9204 -3.2104 -4.4461
H -1.1376 -3.3471 -2.6367
H 0.5298 -3.7636 -3.4786
H 0.7182 1.3981 -3.2228
H 3.6438 -0.2256 -1.8820
C -1.1284 5.0040 -3.2366
Cl -1.8426 4.6474 -1.6587
Cl -1.6172 3.8106 -4.4454
H -1.4589 5.9900 -3.5591
H -0.0434 4.9901 -3.1444
C 6.0445 4.0499 -1.5654
Cl 5.3391 5.6591 -1.3800
Cl 5.4483 2.9436 -0.3208
H 5.7768 3.6568 -2.5449
H 7.1273 4.1260 -1.4813
C 4.3158 1.1417 2.6706
Cl 3.6056 0.7832 4.2479
Cl 3.8072 -0.0420 1.4572
H 3.9954 2.1336 2.3540
H 5.4010 1.1148 2.7572
C 5.0028 -2.2066 5.8979
Cl 5.5765 -1.6072 7.4576
Cl 6.1675 -3.3223 5.1726
H 4.0579 -2.7279 6.0449
H 4.8580 -1.3627 5.2259
C -9.2599 2.5613 -2.5839
Cl -8.6932 3.1819 -1.0281
Cl -8.0766 1.4620 -3.3023
H -10.1946 2.0241 -2.4314
H -9.4217 3.3984 -3.2610
C 5.1503 -6.9536 5.3552
Cl 3.9905 -6.5974 4.0680
Cl 4.4473 -8.0271 6.5697
H 6.0241 -7.4358 4.9198
H 5.4437 -6.0211 5.8343

---

Entry 2:
68
Properties=species:S:1:pos:R:3 method="wB97M-V/def2-TZVPD" orbital_gap_ha=0.305 e_homo_ev=-8.8 spin_multiplicity=1 smiles="C#CC[C@@H](C#N)[C@@](Cl)(C#N)P(=O)(O)O.COCCNCCOC.COCCNCCOC"
C -2.8420 0.3552 0.6551
C -3.7781 -0.1101 -0.1636
C -5.0523 -0.4285 -1.1334
C -4.9578 -1.9395 -1.7020
C -6.0029 -2.8326 -0.8132
N -6.9140 -3.4645 -0.2803
C -5.4279 -2.0861 -3.2680
Cl -6.2010 -3.7844 -3.4188
C -6.5771 -1.0436 -3.6901
N -7.3335 -0.0760 -3.7371
P -3.9118 -2.1042 -4.4124
O -4.3151 -1.6078 -5.8170
O -3.4074 -3.7511 -4.5490
O -2.5785 -1.1972 -3.8479
H -2.2557 1.0639 1.3630
H -5.0344 0.3955 -1.9407
H -6.0137 -0.3120 -0.5119
H -3.9061 -2.3786 -1.5072
H -3.4914 -4.0061 -5.5082
H -2.7970 -0.6471 -3.0538
C 1.6239 -1.8969 6.5459
O 1.3838 -0.4983 6.5468
C 2.5068 0.2754 6.1181
C 2.2567 0.8839 4.7332
N 2.2535 -0.1418 3.6903
C 1.7287 0.3194 2.4026
C 0.2715 0.8122 2.3579
O -0.6998 -0.2096 2.5716
C -0.9412 -0.5185 3.9374
H 0.8062 -2.3808 7.0841
H 1.6365 -2.2906 5.5271
H 2.5633 -2.1405 7.0508
H 3.4398 -0.3013 6.1437
H 2.6071 1.0951 6.8351
H 3.0411 1.6168 4.5170
H 1.3000 1.4114 4.7777
H 1.6846 -0.9227 3.9979
H 1.8159 -0.5265 1.7124
H 2.3851 1.1076 2.0170
H 0.0901 1.1799 1.3415
H 0.0909 1.6675 3.0184
H -0.8457 0.3546 4.5878
H -0.2743 -1.3178 4.2622
H -1.9622 -0.9002 4.0232
C 4.3583 2.4137 -0.4586
O 3.8892 3.0068 -1.6592
C 4.5157 2.4896 -2.8359
C 3.5400 1.6227 -3.6405
N 3.2436 0.3684 -2.9492
C 2.1028 -0.3642 -3.5058
C 0.7296 0.3300 -3.4915
O 0.1814 0.5176 -2.1884
C 0.6662 1.6621 -1.5022
H 3.9927 3.0114 0.3792
H 3.9680 1.3998 -0.3451
H 5.4515 2.3980 -0.4222
H 5.4424 1.9488 -2.6069
H 4.7830 3.3557 -3.4478
H 3.9801 1.4014 -4.6184
H 2.6346 2.2146 -3.8002
H 3.0413 0.5686 -1.9760
H 2.0157 -1.2881 -2.9241
H 2.3427 -0.6618 -4.5325
H 0.0301 -0.3349 -4.0094
H 0.7207 1.2674 -4.0582
H 0.8880 2.4926 -2.1770
H 1.5445 1.3985 -0.9112
H -0.1056 1.9881 -0.7992

---

Entry 3:
70
Properties=species:S:1:pos:R:3 method="wB97M-V/def2-TZVPD" orbital_gap_ha="0.216 / 0.199" e_homo_ev="-12.4 / -13.7" s2=6.034 spin_multiplicity=5 de_lowest_ev=0.0000 total_charge=+2
Os -1.3984 0.1635 1.0527
C -3.9446 -0.3724 6.1030
S -3.1221 -1.6009 5.0751
C -2.7189 -0.6769 3.6886
S -1.8735 -1.6191 2.4334
N -3.0217 0.5757 3.5807
N -2.6248 1.1239 2.3883
C -2.9625 2.3334 2.1186
C -2.5562 2.8687 0.8252
C -2.9535 4.1178 0.3965
C -2.5876 4.5402 -0.8771
C -1.8394 3.6932 -1.6732
C -1.4633 2.4565 -1.1748
N -1.8033 2.0457 0.0483
H -4.2325 -0.9005 7.0101
H -4.8287 0.0067 5.5975
H -3.2631 0.4376 6.3445
H -3.5432 2.9142 2.8264
H -3.5484 4.7471 1.0468
H -2.8928 5.5151 -1.2377
H -1.5418 3.9748 -2.6744
H -0.8801 1.7681 -1.7679
C 4.4891 -0.3016 2.3211
N 3.2058 0.3901 2.1461
C 1.9576 -0.0109 2.3804
S 0.7313 1.2055 2.1166
N 1.6093 -1.2143 2.8121
C 2.4237 -2.3864 3.1593
H 5.2480 0.2976 1.8271
H 4.4787 -1.2792 1.8520
H 4.7604 -0.3922 3.3703
H 3.2586 1.3605 1.8817
H 0.6119 -1.3368 2.9044
H 3.2733 -2.1167 3.7719
H 2.7595 -2.9224 2.2715
H 1.7957 -3.0520 3.7450
C -3.8065 -2.1975 -0.9405
S -4.0185 -0.5147 -0.3373
C -4.1564 0.3602 -1.9037
H -4.7392 -2.5465 -1.3814
H -3.5616 -2.8252 -0.0845
H -2.9990 -2.2452 -1.6720
H -3.2250 0.2982 -2.4692
H -4.3911 1.4017 -1.6850
H -4.9715 -0.0610 -2.4901
C 2.6038 -2.4054 -4.2169
C 2.3944 -2.7252 -2.7555
C 1.2929 -3.7247 -2.4853
O 2.1682 -1.4531 -1.9984
P 0.8980 -0.5671 -1.8703
S -0.4016 -0.5474 -3.3327
S -0.3847 -1.3603 -0.4266
O 1.4140 0.7884 -1.3012
C 2.4519 1.6862 -1.8911
C 3.7903 1.3011 -1.3090
C 2.4225 1.6822 -3.4041
H 2.9180 -3.3129 -4.7354
H 3.3898 -1.6600 -4.3457
H 1.6839 -2.0529 -4.6832
H 3.3234 -3.0655 -2.3088
H 0.3489 -3.4219 -2.9432
H 1.1478 -3.8780 -1.4149
H 1.5848 -4.6812 -2.9215
H 2.1372 2.6529 -1.5115
H 4.0618 0.2858 -1.5984
H 3.7707 1.3729 -0.2201
H 4.5550 1.9839 -1.6819
H 2.7218 0.7119 -3.8103
H 3.1347 2.4236 -3.7679
H 1.4388 1.9432 -3.7924

---

Entry 4:
73
Properties=species:S:1:pos:R:3 method="wB97M-V/def2-TZVPD" orbital_gap_ha=0.230 e_homo_ev=-4.2 spin_multiplicity=1 total_charge=-1
C 4.1448 -0.0645 3.2802
C 3.7463 1.3553 3.8392
C 4.8131 2.5035 3.6735
N 2.6140 1.5708 4.3885
C 1.6211 1.6596 3.3355
O 1.9996 1.8081 2.1477
O 0.4020 1.5806 3.6284
H 3.2804 -0.7292 3.4427
H 4.2576 0.0687 2.1814
H 5.0845 -0.3953 3.7595
H 5.5612 2.3249 4.4767
H 4.2537 3.4418 3.8385
H 5.2949 2.4787 2.6781
C -2.3401 -0.6465 -2.7246
O -2.5767 -0.3904 -1.3428
C -1.4568 -0.2622 -0.6050
O -0.3335 -0.3453 -1.0273
O -1.8114 -0.0277 0.6550
C -0.6951 0.1368 1.5658
H -3.3083 -0.7308 -3.2145
H -1.7900 0.1766 -3.1807
H -1.8029 -1.5858 -2.8555
H -0.0835 0.9874 1.2786
H -0.0953 -0.7738 1.6022
H -1.0987 0.3236 2.5537
C -3.0075 6.6142 0.2918
O -3.0979 5.3630 0.9615
C -2.1682 5.1850 1.9190
O -1.3164 5.9814 2.2213
O -2.3600 3.9918 2.4605
C -1.4319 3.6513 3.5102
H -3.8016 6.6438 -0.4525
H -3.1538 7.4381 0.9913
H -2.0482 6.7108 -0.2175
H -1.5185 4.3574 4.3391
H -0.4159 3.6237 3.1320
H -1.6878 2.6617 3.8702
C 6.8970 0.4761 -1.1334
O 7.2580 1.1217 0.0875
C 8.5467 0.9984 0.4069
O 9.3831 0.4107 -0.2294
O 8.7491 1.6429 1.5623
C 10.0941 1.6026 2.0308
H 5.8340 0.6465 -1.2880
H 7.4453 0.9048 -1.9722
H 7.0723 -0.5974 -1.0676
H 10.7652 2.0826 1.3182
H 10.4060 0.5753 2.2195
H 10.1283 2.1545 2.9677
C -1.9470 -5.4598 -4.2834
O -2.5931 -5.5499 -5.5555
C -2.9361 -4.3703 -6.0772
O -2.7468 -3.2951 -5.5752
O -3.5278 -4.5934 -7.2563
C -3.9495 -3.4087 -7.9297
H -1.7177 -6.4735 -3.9627
H -1.0157 -4.8997 -4.3636
H -2.6076 -5.0018 -3.5476
H -3.0965 -2.7682 -8.1532
H -4.6875 -2.8700 -7.3356
H -4.4114 -3.7136 -8.8664
C -8.0983 -3.8090 0.5008
O -7.1429 -3.0032 1.1828
C -5.9178 -3.0232 0.6354
O -5.5973 -3.6484 -0.3439
O -5.1297 -2.2383 1.3600
C -3.7749 -2.1597 0.8892
H -9.0435 -3.7132 1.0317
H -8.2361 -3.4606 -0.5230
H -7.7969 -4.8568 0.5111
H -3.7421 -1.7472 -0.1124
H -3.3034 -3.1438 0.9177
H -3.2327 -1.4986 1.5535

---

Entry 5:
64
Properties=species:S:1:pos:R:3 method="wB97M-V/def2-TZVPD" orbital_gap_ha=0.367 e_homo_ev=-12.2 spin_multiplicity=1 de_lowest_ev=0.0000 total_charge=+1
C -1.1899 -2.3772 0.4933
C 0.0096 -2.3749 0.5284
C 1.4473 -2.3847 0.7847
C 2.0008 -0.9786 1.1317
C 0.8613 0.0095 1.3551
N 1.2906 1.3994 1.6630
C 0.1529 2.2243 2.2249
C -1.2060 1.8288 1.7170
C -2.1357 1.3729 2.5055
C 2.4649 1.4758 2.6011
C 2.8142 2.8938 3.0970
C 2.3478 3.2371 4.5165
S 2.7721 1.9809 5.6886
O 1.7557 0.9796 5.6928
O 4.0863 1.5118 5.4871
O 2.6753 2.7489 7.0682
H -2.2345 -2.5094 0.4563
H 1.6804 -3.0996 1.5657
H 1.9359 -2.7632 -0.1091
H 2.6766 -1.0918 1.9736
H 2.5676 -0.6391 0.2637
H 0.3274 0.0589 0.4226
H 0.2163 -0.3996 2.1238
H 1.5958 1.8580 0.8024
H 0.1519 2.0395 3.2951
H 0.2824 3.2768 2.0055
H -1.3887 1.8983 0.6513
H -3.1552 1.3415 2.1539
H -1.9166 0.9949 3.4935
H 3.3544 1.0926 2.1158
H 2.2455 0.7759 3.4044
H 2.5014 3.6715 2.4063
H 3.8990 2.9530 3.1036
H 1.2976 3.5054 4.5449
H 2.8754 4.1419 4.8192
H 2.0644 2.2654 7.6431
O -0.1001 0.8962 -1.5640
C -0.8047 1.4999 -2.3378
O -0.4088 2.6992 -2.7732
C -1.0643 3.4154 -3.8318
C -2.2325 4.2279 -3.3152
C -2.1504 0.9563 -2.7457
H -1.3504 2.7382 -4.6363
H -0.3086 4.0827 -4.2416
H -3.0056 3.5923 -2.8826
H -2.6778 4.8108 -4.1208
H -1.9015 4.9100 -2.5313
H -2.8866 1.2242 -1.9880
H -2.0784 -0.1298 -2.8034
H -2.4893 1.3009 -3.7191
O -2.4536 -2.4773 -3.0842
C -2.0366 -3.6007 -3.1846
O -0.7146 -3.8264 -3.1383
C -0.1385 -5.1344 -3.0569
C 0.0215 -5.7609 -4.4262
C -2.9764 -4.7530 -3.4513
H -0.7072 -5.7664 -2.3735
H 0.8423 -4.9924 -2.6051
H -0.9406 -5.9058 -4.9177
H 0.5175 -6.7285 -4.3488
H 0.6160 -5.1129 -5.0705
H -3.1744 -4.8108 -4.5205
H -3.9088 -4.5595 -2.9263
H -2.6119 -5.7140 -3.0957

---

Entry 6:
68
Properties=species:S:1:pos:R:3 method="wB97M-V/def2-TZVPD" orbital_gap_ha="0.244 / 0.244" e_homo_ev="-7.4 / -7.4" spin_multiplicity=1 de_lowest_ev=0.1593
Ni -1.2839 -0.9175 0.3556
O -1.1258 4.1694 5.0977
C -0.5785 4.2338 3.9874
O 0.0100 5.1594 3.4080
C -0.6871 2.9424 3.1483
C -0.5071 1.6908 3.7217
C -0.6134 0.5427 2.9536
N -0.9021 0.5870 1.6576
C -1.0680 1.7937 1.0985
C -0.9694 2.9824 1.7817
C -1.4068 1.7199 -0.3462
O -2.2468 2.3629 -0.9064
O -0.7618 0.7445 -1.0960
H -0.3018 1.6261 4.7814
H -0.4581 -0.4425 3.3757
H -1.0848 3.9349 1.2840
C -4.5439 -0.1836 1.3901
P -3.4463 -1.0853 0.2707
C -3.9490 -0.6098 -1.4043
C -3.8959 -2.8532 0.4037
C -2.8270 -3.6714 -0.3255
P -1.1686 -3.0586 0.1868
C -0.0087 -3.8231 -0.9671
C -0.9385 -3.8971 1.7766
H -5.5849 -0.4586 1.2104
H -4.4273 0.8887 1.2283
H -4.2812 -0.4004 2.4247
H -5.0128 -0.8050 -1.5521
H -3.3689 -1.1666 -2.1394
H -3.7471 0.4511 -1.5559
H -4.8980 -3.0391 0.0076
H -3.9207 -3.1013 1.4682
H -2.9003 -3.5402 -1.4086
H -2.9386 -4.7394 -0.1234
H -0.1513 -4.9049 -1.0041
H 1.0065 -3.6053 -0.6351
H -0.1580 -3.3933 -1.9567
H -1.0699 -4.9726 1.6414
H -1.6679 -3.5354 2.5001
H 0.0570 -3.7081 2.1672
C 3.7097 0.8487 1.1643
As 3.8515 -1.0709 1.0697
C 5.5317 -1.4997 1.9170
C 4.1228 -1.4937 -0.7928
S 2.2359 -2.0972 1.9014
H 4.6680 1.2974 0.9072
H 3.4243 1.1201 2.1794
H 2.9349 1.1817 0.4770
H 6.3469 -0.9761 1.4200
H 5.6844 -2.5765 1.8614
H 5.4761 -1.1994 2.9624
H 4.9634 -0.9222 -1.1853
H 3.2213 -1.2475 -1.3518
H 4.3275 -2.5605 -0.8735
C 2.4583 1.8693 -3.0886
As 0.9072 3.0508 -2.8204
C -0.2171 2.2570 -4.2181
C 1.5835 4.5626 -3.8764
S 0.5350 -0.2757 -0.5531
H 2.8134 1.9228 -4.1179
H 2.1669 0.8437 -2.8615
H 3.2634 2.1622 -2.4146
H 0.3325 2.1743 -5.1557
H -1.1008 2.8754 -4.3658
H -0.5388 1.2704 -3.8872
H 1.9320 4.2284 -4.8541
H 2.4042 5.0409 -3.3427
H 0.7886 5.2962 -4.0064